Entry from the OMol25 dataset: C99H82NO5S4SbTi as an isolated structure at a distorted geometry (ωB97M-V/def2-TZVPD).

The LUMO energy is -0.199 eV. The value obtained for the HOMO energy is -0.2059 Eh. The value obtained for the HOMO-LUMO gap is 0.199 Eh.

Geometry (Å):
Ti (1.732, 0.246, -0.205)
O (2.802, 1.146, -1.306)
C (4.048, 0.795, -1.829)
C (4.595, -0.432, -1.030)
C (4.543, -0.187, 0.457)
C (5.675, -0.283, 1.240)
C (5.573, -0.151, 2.616)
C (4.351, 0.188, 3.161)
C (3.262, 0.401, 2.328)
C (2.004, 1.023, 2.872)
C (1.385, 2.127, 1.969)
O (1.010, 1.554, 0.733)
C (2.334, 3.310, 1.702)
C (1.806, 4.382, 0.983)
C (2.572, 5.497, 0.694)
C (3.887, 5.578, 1.137)
C (4.414, 4.533, 1.874)
C (3.642, 3.412, 2.159)
C (0.152, 2.694, 2.688)
C (0.298, 3.627, 3.713)
C (-0.815, 4.215, 4.294)
C (-2.091, 3.884, 3.854)
C (-2.247, 2.923, 2.868)
C (-1.129, 2.324, 2.300)
N (3.338, 0.116, 1.011)
C (3.892, 0.413, -3.316)
C (2.629, 0.123, -3.830)
C (2.466, -0.246, -5.158)
C (3.568, -0.345, -5.995)
C (4.827, -0.053, -5.496)
C (4.988, 0.331, -4.172)
C (5.011, 1.983, -1.714)
C (6.398, 1.842, -1.691)
C (7.227, 2.955, -1.678)
C (6.684, 4.231, -1.700)
C (5.306, 4.382, -1.692)
C (4.480, 3.268, -1.680)
H (5.608, -0.674, -1.338)
H (3.966, -1.288, -1.263)
H (6.628, -0.488, 0.772)
H (6.440, -0.283, 3.251)
H (4.238, 0.341, 4.226)
H (2.199, 1.433, 3.863)
H (1.244, 0.246, 2.965)
H (0.770, 4.344, 0.669)
H (2.140, 6.312, 0.123)
H (4.488, 6.453, 0.922)
H (5.433, 4.584, 2.239)
H (4.081, 2.634, 2.764)
H (1.291, 3.916, 4.039)
H (-0.687, 4.944, 5.085)
H (-2.958, 4.365, 4.291)
H (-3.242, 2.632, 2.543)
H (-1.248, 1.571, 1.537)
H (1.768, 0.181, -3.183)
H (1.474, -0.467, -5.536)
H (3.441, -0.631, -7.032)
H (5.692, -0.120, -6.144)
H (5.978, 0.578, -3.811)
H (6.860, 0.862, -1.688)
H (8.302, 2.824, -1.651)
H (7.331, 5.099, -1.720)
H (4.866, 5.371, -1.689)
H (3.404, 3.386, -1.639)
C (-7.531, -2.858, -5.567)
C (-6.457, -2.546, -4.558)
C (-6.542, -3.013, -3.247)
C (-5.523, -2.776, -2.337)
C (-4.408, -2.065, -2.742)
C (-4.299, -1.593, -4.042)
C (-5.329, -1.823, -4.940)
S (-3.014, -1.858, -1.615)
O (-2.905, -3.139, -0.874)
C (-3.843, -0.705, -0.484)
C (-4.265, -1.220, 0.751)
C (-4.843, -0.392, 1.668)
C (-5.024, 0.980, 1.385)
C (-5.549, 1.865, 2.359)
C (-5.701, 3.194, 2.084)
C (-5.335, 3.701, 0.818)
C (-4.824, 2.875, -0.141)
C (-4.645, 1.491, 0.115)
C (-4.032, 0.621, -0.827)
C (-3.559, 1.105, -2.160)
C (-4.481, 1.346, -3.223)
C (-5.874, 1.143, -3.062)
C (-6.721, 1.252, -4.128)
C (-6.232, 1.627, -5.396)
C (-4.896, 1.849, -5.578)
C (-3.984, 1.673, -4.511)
C (-2.583, 1.739, -4.724)
C (-1.714, 1.496, -3.705)
C (-2.216, 1.183, -2.426)
S (-1.084, 1.049, -1.015)
O (0.140, 0.317, -1.542)
C (-0.718, 2.809, -1.178)
C (-1.639, 3.700, -0.657)
C (-1.470, 5.058, -0.878)
C (-0.398, 5.533, -1.631)
C (-0.224, 7.010, -1.877)
C (0.516, 4.613, -2.140)
C (0.370, 3.255, -1.910)
H (-8.375, -3.365, -5.101)
H (-7.128, -3.506, -6.348)
H (-7.897, -1.951, -6.051)
H (-7.413, -3.578, -2.936)
H (-5.580, -3.160, -1.325)
H (-3.406, -1.058, -4.350)
H (-5.254, -1.453, -5.957)
H (-4.126, -2.277, 0.952)
H (-5.164, -0.773, 2.630)
H (-5.815, 1.464, 3.330)
H (-6.096, 3.861, 2.839)
H (-5.459, 4.758, 0.615)
H (-4.540, 3.277, -1.107)
H (-6.259, 0.878, -2.086)
H (-7.776, 1.044, -4.003)
H (-6.916, 1.728, -6.230)
H (-4.508, 2.134, -6.549)
H (-2.216, 1.970, -5.717)
H (-0.642, 1.536, -3.856)
H (-2.492, 3.340, -0.091)
H (-2.189, 5.757, -0.465)
H (-0.990, 7.583, -1.357)
H (-0.292, 7.235, -2.943)
H (0.754, 7.350, -1.533)
H (1.361, 4.965, -2.723)
H (1.099, 2.546, -2.284)
O (2.004, -1.666, -1.019)
S (0.838, -2.671, -0.938)
C (1.140, -3.578, -2.579)
C (2.495, -4.124, -2.884)
C (3.553, -3.270, -3.197)
C (4.830, -3.766, -3.408)
C (5.069, -5.134, -3.351)
C (4.011, -5.996, -3.107)
C (2.740, -5.494, -2.869)
C (1.293, -4.095, 0.159)
C (2.720, -4.402, 0.497)
C (3.553, -3.445, 1.070)
C (4.847, -3.777, 1.449)
C (5.322, -5.070, 1.282)
C (4.487, -6.037, 0.742)
C (3.200, -5.702, 0.355)
H (0.850, -2.811, -3.301)
H (0.376, -4.358, -2.555)
H (3.365, -2.209, -3.289)
H (5.640, -3.081, -3.633)
H (6.068, -5.521, -3.505)
H (4.177, -7.067, -3.093)
H (1.922, -6.180, -2.673)
H (0.803, -4.953, -0.310)
H (0.757, -3.837, 1.070)
H (3.167, -2.448, 1.236)
H (5.485, -3.027, 1.897)
H (6.329, -5.325, 1.587)
H (4.837, -7.056, 0.624)
H (2.546, -6.465, -0.050)
S (0.348, -1.266, 1.148)
Sb (-1.458, -1.145, 3.179)
C (0.179, -1.351, 4.606)
C (0.113, -0.831, 5.897)
C (1.169, -1.003, 6.789)
C (2.304, -1.702, 6.403)
C (2.375, -2.239, 5.124)
C (1.322, -2.062, 4.235)
C (-1.762, -3.281, 3.193)
C (-1.817, -4.015, 2.013)
C (-2.068, -5.384, 2.048)
C (-2.255, -6.028, 3.262)
C (-2.164, -5.308, 4.447)
C (-1.915, -3.943, 4.412)
C (-2.992, -0.753, 4.810)
C (-2.989, 0.517, 5.391)
C (-4.023, 0.930, 6.225)
C (-5.099, 0.086, 6.470)
C (-5.126, -1.176, 5.889)
C (-4.081, -1.589, 5.066)
H (-0.767, -0.288, 6.217)
H (1.098, -0.592, 7.789)
H (3.120, -1.842, 7.103)
H (3.250, -2.803, 4.815)
H (1.397, -2.466, 3.232)
H (-1.673, -3.519, 1.061)
H (-2.126, -5.941, 1.119)
H (-2.470, -7.090, 3.284)
H (-2.291, -5.811, 5.399)
H (-1.842, -3.380, 5.337)
H (-2.166, 1.198, 5.188)
H (-3.993, 1.918, 6.674)
H (-5.917, 0.415, 7.100)
H (-5.967, -1.838, 6.072)
H (-4.114, -2.581, 4.624)



Entry from the OMol25 dataset: C45H49MoN3O4S2SeTe as an isolated structure at a distorted geometry (ωB97M-V/def2-TZVPD).

As for the total charge: +1. The LUMO energy (alpha / beta) is -3.309 / -3.299 eV. The value obtained for the HOMO energy (alpha / beta) is -0.3487 / -0.3482 Eh. The value obtained for the HOMO-LUMO gap (alpha / beta) is 0.227 / 0.227 Eh. The multiplicity is 2.

Geometry (Å):
Mo (-0.375, -2.298, 0.822)
N (-1.714, -1.653, 2.522)
C (-3.060, -1.159, 2.258)
C (-3.346, 0.170, 2.522)
C (-4.615, 0.669, 2.260)
C (-5.596, -0.165, 1.747)
C (-5.302, -1.500, 1.494)
C (-4.033, -2.000, 1.744)
H (-1.197, -0.911, 2.985)
H (-1.732, -2.446, 3.157)
H (-2.580, 0.821, 2.935)
H (-4.838, 1.707, 2.470)
H (-6.588, 0.221, 1.553)
H (-6.060, -2.161, 1.092)
H (-3.800, -3.035, 1.534)
C (6.022, 1.144, -4.055)
C (4.697, 0.920, -3.380)
C (4.516, 1.234, -2.041)
C (3.295, 1.062, -1.399)
C (3.185, 1.435, 0.049)
C (2.234, 0.555, -2.150)
Te (0.184, 0.679, -1.615)
N (-0.714, -0.396, -0.093)
C (-1.877, -0.896, -0.666)
O (-2.130, -2.092, -0.409)
C (-2.823, -0.117, -1.501)
C (-3.019, 1.244, -1.267)
C (-3.819, 1.980, -2.126)
C (-4.412, 1.362, -3.220)
C (-4.247, -0.002, -3.431)
C (-3.458, -0.746, -2.568)
C (0.287, 2.652, -0.859)
C (0.346, 3.627, -1.869)
C (0.349, 3.310, -3.348)
C (0.444, 4.959, -1.487)
C (0.479, 5.342, -0.153)
C (0.612, 6.787, 0.243)
C (0.398, 4.351, 0.815)
C (0.304, 3.001, 0.497)
C (0.251, 2.031, 1.652)
C (2.380, 0.189, -3.502)
C (1.280, -0.413, -4.353)
C (3.620, 0.393, -4.089)
H (6.841, 1.128, -3.337)
H (6.034, 2.119, -4.548)
H (6.211, 0.389, -4.817)
H (5.350, 1.628, -1.469)
H (4.099, 1.165, 0.574)
H (2.356, 0.928, 0.536)
H (3.046, 2.513, 0.164)
H (-2.583, 1.705, -0.388)
H (-3.981, 3.035, -1.942)
H (-5.013, 1.945, -3.907)
H (-4.735, -0.485, -4.268)
H (-3.319, -1.811, -2.707)
H (-0.353, 2.515, -3.610)
H (1.346, 3.006, -3.684)
H (0.063, 4.189, -3.922)
H (0.494, 5.719, -2.260)
H (0.651, 7.438, -0.629)
H (1.524, 6.939, 0.823)
H (-0.226, 7.097, 0.868)
H (0.428, 4.628, 1.865)
H (1.116, 2.179, 2.300)
H (0.229, 0.992, 1.350)
H (-0.640, 2.221, 2.255)
H (0.706, -1.167, -3.813)
H (1.714, -0.894, -5.228)
H (0.584, 0.349, -4.710)
H (3.753, 0.125, -5.132)
O (2.321, 2.793, 6.759)
C (2.723, 2.716, 5.473)
O (3.263, 3.651, 4.953)
C (2.446, 1.436, 4.747)
C (1.323, 0.656, 4.998)
C (1.059, -0.458, 4.215)
C (1.912, -0.825, 3.171)
S (1.630, -2.271, 2.182)
C (3.074, -0.076, 2.980)
C (3.324, 1.054, 3.740)
H (2.005, 1.936, 7.070)
H (0.625, 0.926, 5.783)
H (0.205, -1.079, 4.447)
H (3.773, -0.391, 2.215)
H (4.204, 1.662, 3.564)
Se (-0.581, -4.699, 1.534)
C (-2.377, -5.311, 1.239)
C (-2.862, -5.534, -0.042)
C (-4.168, -5.981, -0.190)
N (-4.991, -6.218, 0.831)
C (-4.505, -6.025, 2.057)
C (-3.218, -5.576, 2.313)
H (-2.237, -5.361, -0.909)
H (-4.576, -6.154, -1.181)
H (-5.183, -6.235, 2.878)
H (-2.876, -5.445, 3.332)
C (2.739, -3.486, -2.572)
S (2.443, -2.905, -0.905)
C (2.459, -4.522, -0.149)
O (0.958, -2.441, -0.984)
H (1.926, -4.148, -2.870)
H (3.691, -4.017, -2.564)
H (2.811, -2.628, -3.232)
H (3.423, -4.975, -0.386)
H (1.632, -5.099, -0.559)
H (2.358, -4.418, 0.927)



Entry from the OMol25 dataset: C47H53AsB2F4N7PPd as an isolated structure at a distorted geometry (ωB97M-V/def2-TZVPD).

As for the total charge: +2. The LUMO energy (alpha / beta) is -8.064 / -8.063 eV. The value obtained for the HOMO energy (alpha / beta) is -0.4654 / -0.4654 Eh. The value obtained for the HOMO-LUMO gap (alpha / beta) is 0.169 / 0.169 Eh.

Geometry (Å):
Pd (0.190, -0.129, -0.200)
C (-1.016, 3.096, -1.944)
C (-1.199, 1.692, -2.428)
C (-1.841, 1.388, -3.616)
C (-2.011, 0.014, -3.651)
C (-2.673, -0.821, -4.689)
N (-1.473, -0.492, -2.534)
N (-0.966, 0.517, -1.774)
B (-1.729, -1.874, -1.893)
N (-2.385, -1.678, -0.510)
N (-1.720, -1.032, 0.491)
C (-2.398, -1.202, 1.622)
C (-1.962, -0.630, 2.927)
C (-3.533, -1.977, 1.353)
C (-3.491, -2.265, 0.004)
C (-4.442, -3.062, -0.820)
N (-0.371, -2.583, -1.683)
N (0.424, -2.117, -0.673)
C (1.099, -3.157, -0.158)
C (2.005, -3.148, 1.018)
C (0.763, -4.298, -0.890)
C (-0.173, -3.912, -1.823)
C (-0.907, -4.734, -2.824)
H (-0.850, 3.743, -2.805)
H (-1.937, 3.428, -1.462)
H (-0.208, 3.238, -1.240)
H (-2.184, 2.099, -4.346)
H (-3.034, -0.182, -5.492)
H (-1.973, -1.544, -5.111)
H (-3.521, -1.369, -4.280)
H (-2.430, -2.525, -2.591)
H (-0.963, -0.204, 2.870)
H (-2.658, 0.141, 3.260)
H (-1.956, -1.410, 3.687)
H (-4.287, -2.286, 2.056)
H (-5.310, -3.325, -0.221)
H (-4.783, -2.502, -1.690)
H (-3.982, -3.986, -1.171)
H (1.532, -2.687, 1.881)
H (2.254, -4.177, 1.265)
H (2.928, -2.609, 0.826)
H (1.141, -5.290, -0.715)
H (-0.368, -5.663, -2.997)
H (-1.906, -4.988, -2.468)
H (-1.012, -4.208, -3.772)
C (1.482, -0.375, -3.496)
C (2.577, -0.369, -4.561)
As (1.695, -0.436, -6.350)
C (1.089, 1.424, -6.326)
C (1.943, 2.489, -6.047)
C (1.465, 3.789, -6.041)
C (0.129, 4.043, -6.331)
C (-0.724, 2.994, -6.632)
C (-0.244, 1.688, -6.624)
C (3.297, -0.191, -7.432)
C (3.138, 0.416, -8.677)
C (4.227, 0.590, -9.515)
C (5.486, 0.156, -9.119)
C (5.648, -0.455, -7.886)
C (4.557, -0.630, -7.044)
P (2.210, -0.092, -1.855)
C (3.387, -1.366, -1.470)
C (3.268, -2.585, -2.156)
C (4.201, -3.585, -1.961)
C (5.249, -3.389, -1.068)
C (5.361, -2.196, -0.367)
C (4.432, -1.188, -0.553)
C (3.055, 1.483, -1.987)
C (4.451, 1.567, -1.986)
C (5.063, 2.779, -2.260)
C (4.303, 3.906, -2.540)
C (2.919, 3.819, -2.569)
C (2.305, 2.609, -2.299)
H (0.880, -1.282, -3.500)
H (0.813, 0.477, -3.658)
H (3.258, -1.211, -4.459)
H (3.161, 0.549, -4.515)
H (2.997, 2.309, -5.864)
H (2.140, 4.611, -5.839)
H (-0.237, 5.062, -6.353)
H (-1.756, 3.191, -6.894)
H (-0.909, 0.869, -6.881)
H (2.162, 0.761, -8.997)
H (4.094, 1.063, -10.478)
H (6.336, 0.290, -9.774)
H (6.626, -0.799, -7.576)
H (4.712, -1.121, -6.091)
H (2.450, -2.751, -2.844)
H (4.114, -4.517, -2.502)
H (5.975, -4.175, -0.913)
H (6.165, -2.053, 0.342)
H (4.515, -0.277, 0.016)
H (5.064, 0.697, -1.806)
H (6.143, 2.838, -2.261)
H (4.792, 4.848, -2.751)
H (2.320, 4.686, -2.814)
H (1.238, 2.526, -2.364)
F (3.288, -0.766, 2.494)
B (2.396, 0.184, 2.108)
F (2.794, 0.754, 0.851)
F (2.174, 1.167, 3.024)
F (1.083, -0.451, 1.802)
C (-1.515, 4.879, 3.194)
C (-1.090, 3.776, 2.283)
C (0.246, 3.524, 1.997)
C (0.600, 2.478, 1.170)
N (-0.316, 1.666, 0.624)
C (-1.621, 1.913, 0.858)
C (-2.030, 2.945, 1.664)
H (-0.660, 5.401, 3.618)
H (-2.121, 4.483, 4.009)
H (-2.131, 5.599, 2.654)
H (1.033, 4.128, 2.425)
H (1.634, 2.287, 0.926)
H (-2.333, 1.263, 0.375)
H (-3.090, 3.098, 1.816)



Taking the records one at a time from the top gives energy values of -6935.30530 -5743.23035 -5360.05725 a.u..
Taking the records one at a time from the top gives ΔE to the lowest compared entry with this formula, charge and spin values of 0.000 1.130 0.000 eV.